# C4H7ClO2

A single C4H7ClO2 molecule (ωB97M-V/def2-TZVPD, the OMol25 dataset).

Structure (XYZ):
```
14
Properties=species:S:1:pos:R:3:forces:R:3:mulliken_charge:R:1
C -1.6668 -0.7590 -0.4208 -0.4275 -0.8133 -1.6477 -0.636
O -0.5455 -1.2275 0.2837 0.6145 0.3570 0.5614 -0.395
C 0.5625 -0.4145 0.2547 1.9657 -1.5303 -0.4545 0.467
C 1.7327 -1.0368 -0.0299 -1.1652 1.3532 0.2759 -0.408
Cl 3.1947 -0.1111 -0.2238 0.0366 -0.4458 0.1460 -0.208
C 0.4797 1.0324 0.5814 -1.4848 -0.2725 0.5062 -0.589
O -0.1716 1.6563 -0.4974 -0.8386 1.1892 -0.5407 -0.509
H -2.3955 -1.5785 -0.4091 0.2545 0.0632 -0.0641 0.242
H -1.4147 -0.5168 -1.4983 -0.2568 -0.1235 1.2231 0.289
H -2.1408 0.0650 0.0614 -0.1999 0.8698 0.2667 0.266
H 1.8026 -2.0982 -0.1694 0.1009 -0.1688 -0.1834 0.438
H 1.4234 1.4940 0.7601 0.8422 0.0097 0.0907 0.461
H -0.1052 1.1139 1.5108 -0.0180 0.0452 -0.1060 0.277
H -0.7555 2.3808 -0.2034 0.5764 -0.5330 -0.0736 0.304
```
Positions in Å, forces in eV/Å.

Output
Frontier orbital gap in eV: 9.434
ΔE to the lowest compared entry with this formula, charge and spin in kcal per mole: 31.1
HOMO level in eV: -8.80
SMILES: CO/C(=C/Cl)CO
Lowest unoccupied orbital energy in eV: 0.63
Net charge: 0
Total energy in Eh: -767.22428

---

# C4H7ClO2

2 unconnected molecules or ions with the total composition C4H7ClO2 (ωB97M-V/def2-TZVPD, the OMol25 dataset).

Structure (XYZ):
```
14
Properties=species:S:1:pos:R:3:forces:R:3:lowdin_spin:R:1
C -2.7005 -0.0586 0.6225 2.5331 0.9058 3.5010 0.624
C -0.5675 -0.4063 -1.3965 1.9875 4.3916 -0.8638 0.053
C 1.2745 0.5900 1.2364 -0.9223 0.3304 1.7628 0.021
C -0.6677 0.1948 -0.0183 -1.0124 0.5051 0.5059 0.389
O -3.6110 -0.5668 0.0954 -2.7585 -2.1404 -3.4167 0.580
O 0.1128 -0.1803 1.0112 -0.8172 -0.5841 -1.4976 0.100
Cl -0.9123 1.9769 -0.0370 0.2818 -0.1895 -0.5973 0.106
H -2.7527 0.4682 1.5635 1.1480 0.5919 -0.0356 0.091
H -1.2418 0.2421 -2.0258 0.6506 -1.1935 0.3879 0.001
H -0.6031 -1.4113 -1.5910 -0.9698 -2.5849 0.3384 0.004
H 0.5310 -0.1957 -1.7657 -1.7384 0.1223 0.6527 0.026
H 2.0128 0.5959 0.5334 1.7985 -1.0704 -2.7324 0.003
H 1.6965 0.1517 2.1127 0.1950 0.3077 0.8760 0.000
H 1.0456 1.6343 1.2403 -0.3762 0.6080 1.1187 0.002
```
Positions in Å, forces in eV/Å.

Output
Frontier orbital gap (alpha / beta) in eV: 5.820 / 9.499
ΔE to the lowest compared entry with this formula, charge and spin in kcal per mole: 51.8
HOMO level (alpha / beta) in eV: -5.15 / -11.28
Lowest unoccupied orbital energy (alpha / beta) in eV: 0.67 / -1.78
Net charge: 0
Total energy in Eh: -767.04193
Spin multiplicity: 3

---

# C4H7ClO2S

A single C4H7ClO2S molecule (ωB97M-V/def2-TZVPD, the OMol25 dataset).

Structure (XYZ):
```
15
Properties=species:S:1:pos:R:3:forces:R:3:mulliken_charge:R:1
C 0.2250 -1.0758 -1.1403 0.7922 -0.1869 0.7241 -0.065
C -1.0956 0.9899 -0.3971 2.6015 -0.2156 -2.4662 -1.556
C -0.3754 -0.6944 1.2613 -0.9110 -2.0565 1.0392 -1.381
C -0.0148 -0.0413 -0.0673 -1.1303 -1.2178 1.5550 0.958
O 0.4256 -2.2494 -0.9037 -0.4182 1.3433 -0.6919 -0.452
O 1.7564 1.6798 -0.9303 0.1901 -0.1415 0.7396 -0.518
S 1.4629 0.9948 0.3419 -0.3936 0.6838 -1.6645 0.531
Cl 2.8675 -0.4478 0.6307 0.2863 -0.4769 0.0574 -0.176
H 0.2679 -0.5597 -2.1012 0.0434 -0.6641 -0.8729 0.331
H -0.7521 1.9446 -0.1644 0.6362 1.8976 0.6881 0.424
H -1.2585 1.0998 -1.4634 -0.1309 -0.3717 -0.3452 0.361
H -1.9763 0.8833 0.0859 -2.7557 -0.9184 1.5393 0.419
H -0.3049 0.1494 1.9487 0.3367 -0.5042 0.8413 0.481
H -1.4925 -1.0176 1.3890 1.9627 0.4859 -0.8179 0.340
H 0.2647 -1.6556 1.5102 -1.1094 2.3430 -0.3254 0.304
```
Positions in Å, forces in eV/Å.

Output
Frontier orbital gap in eV: 9.960
ΔE to the lowest compared entry with this formula, charge and spin in kcal per mole: 20.6
HOMO level in eV: -9.83
Lowest unoccupied orbital energy in eV: 0.13
Net charge: 0
Total energy in Eh: -1165.41391

---

# C4H7ClO2S2

3 unconnected molecules or ions with the total composition C4H7ClO2S2 (ωB97M-V/def2-TZVPD, the OMol25 dataset).

Structure (XYZ):
```
16
Properties=species:S:1:pos:R:3:forces:R:3:mulliken_charge:R:1
C 0.7761 -0.9112 0.9645 1.4135 0.9134 1.5144 -0.553
C 1.1179 0.6075 0.8584 0.0547 -0.0969 -0.8244 -0.805
C -0.5851 -1.1813 0.5155 -1.8925 -2.6844 0.0579 -0.240
C -0.2649 0.9131 -1.3404 1.0826 -1.1860 0.2244 0.013
O 2.0777 -0.4154 -1.4270 0.8403 -0.9189 -0.8034 -0.572
O -2.1564 -0.9338 -1.5089 -4.6856 -0.9899 -1.9884 -0.558
S 1.5338 0.8870 -1.0307 -1.6636 0.8029 2.0086 0.391
S -0.8563 -0.7516 -1.0600 3.1562 2.3344 1.3016 0.652
Cl -0.7253 1.7105 -2.7688 -0.2884 -0.0585 -0.4116 -0.125
H 1.4707 -1.2362 0.1925 0.3814 -0.9448 -0.1228 0.386
H 1.1360 -1.4201 1.9224 -0.8752 0.9269 -1.1666 0.368
H 0.3734 1.3960 1.0607 0.2118 -0.6793 0.2415 0.365
H 2.0406 0.7886 1.3778 0.3847 0.2373 0.2826 0.394
H -1.2891 -2.1306 0.7629 1.9211 2.3783 -0.3379 0.271
H -2.6456 1.5673 0.5588 2.2796 -1.6256 1.2856 0.236
H -2.0036 1.1103 0.9222 -2.3205 1.5910 -1.2617 -0.223
```
Positions in Å, forces in eV/Å.

Output
Frontier orbital gap (alpha / beta) in eV: 6.633 / 7.233
ΔE to the lowest compared entry with this formula, charge and spin in kcal per mole: 134.5
HOMO level (alpha / beta) in eV: -8.17 / -8.48
Lowest unoccupied orbital energy (alpha / beta) in eV: -1.54 / -1.25
Net charge: 0
Total energy in Eh: -1563.39675

---

# C4H7ClO2Si

A single C4H7ClO2Si molecule (ωB97M-V/def2-TZVPD, the OMol25 dataset).

Structure (XYZ):
```
15
Properties=species:S:1:pos:R:3:forces:R:3:mulliken_charge:R:1
C -1.2599 -1.7545 1.6014 0.1205 -2.3599 -0.6554 -0.692
O -0.7298 -1.4661 0.3098 -0.8634 -0.8083 0.6391 -0.148
Si -0.5749 -0.0136 -0.3120 2.1203 1.7897 4.7516 0.538
C 0.7671 1.0407 1.2233 -4.1646 -3.0586 -4.1500 -1.173
C 1.6707 1.6076 1.7231 3.3829 1.6381 2.2355 0.922
Cl 2.9858 2.1679 2.5880 -0.4983 0.0078 -0.3426 -0.185
O 0.1533 -0.2859 -1.6597 1.6724 0.7186 -2.0359 -0.191
C 0.6317 0.6713 -2.6506 -2.4817 -4.2518 -1.1501 -0.711
H -0.7885 -1.2223 2.3618 1.7882 0.7586 1.2060 0.343
H -1.1007 -2.8869 1.7473 -0.6460 1.8850 -0.0273 0.200
H -2.2630 -1.4045 1.7821 -0.9350 -0.4688 -0.7525 0.316
H -1.5968 0.9323 0.0455 -0.8977 0.2178 -0.8679 -0.128
H 0.3513 0.1589 -3.6014 0.2623 0.9501 0.4764 0.231
H 1.6153 0.9251 -2.6752 3.1816 -0.1597 0.6546 0.314
H 0.1383 1.5300 -2.4836 -2.0415 3.1415 0.0184 0.367
```
Positions in Å, forces in eV/Å.

Output
Frontier orbital gap in eV: 9.933
ΔE to the lowest compared entry with this formula, charge and spin in kcal per mole: 33.5
HOMO level in eV: -9.26
SMILES: CO[SiH](C#CCl)OC
Lowest unoccupied orbital energy in eV: 0.67
Net charge: 0
Total energy in Eh: -1056.69559

---

# C4H7ClS

2 unconnected molecules or ions with the total composition C4H7ClS (ωB97M-V/def2-TZVPD, the OMol25 dataset).

Structure (XYZ):
```
13
Properties=species:S:1:pos:R:3:forces:R:3:mulliken_charge:R:1
C -3.0804 0.1821 0.9184 -0.2419 -0.7287 0.8239 -0.215
C 0.4313 0.5521 0.9004 0.2533 0.4337 0.2041 -0.833
C 1.7402 -0.2748 -1.0548 2.2942 -0.4747 2.5178 -0.917
C 0.6302 -0.2614 -0.1107 -1.6310 -0.8370 -0.7029 0.622
S -3.7611 0.6300 2.3500 -0.5438 1.4849 -0.5683 -0.093
Cl -0.5511 -1.5590 -0.4588 0.3541 0.4510 0.2859 -0.196
H -3.3010 1.0591 0.3095 0.0823 0.3745 -0.2280 0.164
H -3.6660 -0.3611 3.2203 0.5286 -1.0218 0.0591 0.139
H 1.0370 1.4016 1.2146 0.3047 -0.3985 -0.5016 0.259
H -0.4172 0.3935 1.4907 -1.2063 -0.1742 0.8000 0.246
H 1.6669 0.3110 -1.9282 -0.3312 0.6428 -0.9545 0.262
H 2.4829 0.1575 -0.3152 0.2075 -0.2791 -1.6493 0.253
H 2.0412 -1.3120 -1.2733 -0.0706 0.5272 -0.0862 0.310
```
Positions in Å, forces in eV/Å.

Output
Frontier orbital gap in eV: 8.658
ΔE to the lowest compared entry with this formula, charge and spin in kcal per mole: 85.0
HOMO level in eV: -8.82
Lowest unoccupied orbital energy in eV: -0.16
Net charge: 0
Total energy in Eh: -1014.83339